a:
{"formula": "C7H15NO", "method": "the ωB97M-V functional and the def2-TZVPD basis", "elements": ["C", "C", "C", "C", "C", "N", "C", "C", "O", "H", "H", "H", "H", "H", "H", "H", "H", "H", "H", "H", "H", "H", "H", "H"], "coordinates": [[-0.133, -0.702, 0.033], [1.061, 0.161, -0.166], [-1.302, 0.552, 0.415], [-2.353, -0.129, 1.280], [-1.907, 1.137, -0.851], [1.121, 0.687, -1.518], [2.367, -0.906, 0.092], [3.154, -0.794, 1.148], [-0.494, -1.471, -1.043], [-0.506, -0.880, -1.814], [-0.052, -1.347, 0.909], [1.195, 0.919, 0.604], [-0.849, 1.360, 0.999], [1.644, 1.555, -1.536], [1.598, 0.023, -2.121], [2.510, -1.706, -0.629], [-3.163, 0.557, 1.530], [-2.631, 1.918, -0.609], [-2.771, -0.987, 0.754], [-1.922, -0.471, 2.222], [-1.145, 1.595, -1.480], [-2.437, 0.370, -1.416], [2.997, -0.016, 1.886], [4.017, -1.427, 1.308]], "total_charge": 0, "smiles": "C=C[C@@H](N)[C@H](O)C(C)C", "homo_lumo_gap_ha": 0.34970}

b:
{"formula": "C7H15NO", "method": "the ωB97M-V functional and the def2-TZVPD basis", "elements": ["C", "C", "C", "C", "C", "O", "H", "H", "H", "H", "H", "H", "H", "H", "H", "H", "C", "C", "N", "H", "H", "H", "H", "H"], "coordinates": [[-0.411, 1.251, -1.996], [0.906, -1.597, 0.281], [-1.396, -1.153, -0.547], [0.487, 0.531, -1.052], [-0.090, -0.492, -0.083], [1.765, 0.393, -1.525], [2.327, -0.039, -0.866], [0.142, 2.025, -2.532], [-1.246, 1.652, -1.392], [-0.820, 0.569, -2.749], [1.091, -2.252, -0.576], [0.510, -2.195, 1.104], [1.884, -1.234, 0.609], [-2.185, -0.436, -0.779], [-1.230, -1.730, -1.461], [-1.805, -1.791, 0.241], [0.754, 0.740, 2.171], [-0.296, 0.611, 1.062], [-1.524, 1.014, 1.403], [-2.233, 0.308, 1.215], [0.387, 1.449, 0.110], [1.775, 0.643, 1.803], [0.559, -0.002, 2.948], [0.651, 1.733, 2.610]], "total_charge": 0, "homo_lumo_gap_ha": 0.31519}

Short version: a is the most stable of them.